(1)
Entry from OMol25: a 21-piece molecular cluster, C36H18Cl80N2S2 overall (ωB97M-V with the def2-TZVPD basis set).

XYZ file:
```
138
Properties=species:S:1:pos:R:3:forces:R:3
C -5.52887 4.37408 2.52206 -0.15 -0.06 -0.25
C -4.56868 4.89153 3.67803 -0.99 -0.25 0.33
N -3.56623 5.89340 3.23827 -0.06 -1.28 -1.67
C -2.65804 5.39510 2.23422 1.26 -0.96 -1.35
C -2.10189 6.32578 1.24025 0.40 -1.66 -0.17
C -1.20632 5.86602 0.16573 -0.28 -1.73 1.99
S -0.53960 6.96960 -1.10556 -0.65 0.23 0.11
C -0.87076 4.44906 0.11918 -0.88 -0.82 1.01
C -1.38734 3.48862 1.11758 -0.81 2.44 0.78
C -2.27775 3.96627 2.18713 1.12 1.25 -1.91
N -1.03589 2.08254 1.06578 -1.11 1.06 -1.78
C -1.24563 1.50232 -0.25597 -0.73 -1.45 -1.53
C -2.01644 0.24170 -0.37364 1.30 1.74 -2.29
C -2.20649 -0.28037 -1.71875 0.59 -0.40 0.02
C -3.05953 -1.59631 -1.90930 -0.63 1.65 0.38
C -4.50573 -1.09711 -2.40322 1.24 0.28 0.06
C -1.65526 0.33601 -2.92876 0.24 1.01 2.27
C -0.89752 1.57398 -2.80230 -1.12 -1.16 1.46
C -0.71097 2.13800 -1.47246 -0.85 -0.79 0.99
S 0.18215 3.71130 -1.18272 -0.94 -0.30 0.27
H -5.45780 3.26035 2.36413 0.05 1.18 0.09
H -5.26478 4.87046 1.54687 -0.27 -0.47 0.92
H -6.61368 4.59087 2.74452 1.15 -0.14 -0.18
H -4.13136 3.98200 4.18610 0.11 1.72 -0.71
H -5.20310 5.40584 4.45694 0.72 -0.50 -0.68
H -4.09111 6.65722 2.79266 0.40 -0.20 0.49
H -2.41005 7.39395 1.30149 0.43 -0.91 -0.15
H 0.81686 7.04652 -0.93184 -0.88 -0.45 0.41
H -2.64138 3.20202 2.90769 0.20 0.97 -0.58
H -1.60555 1.55832 1.73206 0.41 0.27 -0.14
H -2.43278 -0.28750 0.52211 0.45 0.59 -0.97
H -3.21342 -2.05814 -0.90049 0.43 0.08 -0.95
H -2.57483 -2.28630 -2.64398 -0.52 0.56 0.89
H -4.43801 -0.90864 -3.50788 -0.42 -0.30 0.95
H -5.31386 -1.81479 -2.12244 0.61 0.63 -0.44
H -4.65028 -0.09055 -1.91559 -0.27 -1.13 -0.44
H -1.87404 -0.15705 -3.91067 0.40 0.65 1.00
H -0.47945 2.05466 -3.72429 -0.71 -0.09 1.77
C 1.48319 1.40995 -6.85136 0.13 -0.05 -0.11
Cl 0.41749 1.25669 -5.44029 0.54 -0.20 -0.82
Cl 2.59840 2.76171 -6.60236 -0.12 -0.26 0.13
Cl 2.40735 -0.08583 -7.05091 -0.07 0.34 -0.22
Cl 0.49709 1.69664 -8.30612 -0.06 -0.72 0.42
C 2.24157 -3.78579 -5.45256 -0.04 0.02 0.06
Cl 1.86513 -2.23134 -4.69351 -0.02 -0.34 0.17
Cl 2.70918 -4.95620 -4.20607 -0.04 0.11 -0.13
Cl 0.80964 -4.37639 -6.31179 0.19 0.03 0.02
Cl 3.57854 -3.57735 -6.59972 -0.12 0.00 0.10
C 1.67922 5.91670 -9.58567 -0.04 0.00 -0.07
Cl 2.84330 5.86024 -10.92238 -0.10 0.01 0.13
Cl 1.20052 4.26606 -9.14760 0.16 0.96 -0.39
Cl 2.42679 6.70504 -8.18392 -0.07 -0.09 -0.12
Cl 0.24820 6.83545 -10.08660 0.13 -0.07 0.06
C 2.61703 0.49188 1.85860 -0.06 0.15 -0.19
Cl 1.56542 0.31919 3.27629 0.31 0.03 -0.23
Cl 3.74546 1.83210 2.10957 -0.18 -0.04 0.00
Cl 3.53756 -1.00760 1.61921 -0.53 0.48 0.09
Cl 1.62503 0.80510 0.43117 0.48 -0.23 0.11
C -2.70631 8.52276 6.50809 0.17 0.08 -0.25
Cl -3.23244 10.21202 6.37746 0.01 -0.15 0.03
Cl -2.24995 7.91837 4.90483 0.01 0.25 0.54
Cl -1.31846 8.42416 7.60543 -0.47 0.03 -0.30
Cl -4.03643 7.53790 7.14857 0.09 0.07 -0.04
C 0.63512 -1.28375 7.16203 0.05 -0.07 0.15
Cl -0.04515 -0.49341 5.72501 -0.08 0.01 0.40
Cl 2.32750 -1.70959 6.85367 -0.18 0.05 -0.01
Cl 0.54538 -0.17468 8.54056 0.00 -0.10 -0.18
Cl -0.28679 -2.75410 7.52364 0.25 0.22 0.16
C 0.79393 8.45343 11.08836 -0.04 0.04 0.03
Cl 0.94416 7.91518 9.40593 0.37 -0.01 0.48
Cl 0.83239 7.04520 12.16356 0.00 0.14 -0.13
Cl 2.14016 9.53636 11.48372 -0.13 -0.12 -0.05
Cl -0.74018 9.31599 11.29796 0.16 -0.09 -0.03
C 6.45381 -4.26686 0.61988 -0.04 -0.03 -0.01
Cl 5.56214 -2.89753 1.30960 0.59 -0.50 -0.13
Cl 5.98620 -4.48071 -1.07681 0.04 0.04 0.16
Cl 8.19418 -3.94702 0.71748 -0.19 -0.03 0.00
Cl 6.07233 -5.74055 1.52891 0.15 0.31 -0.19
C -3.34078 9.29093 -10.34787 -0.01 0.01 0.01
Cl -3.24360 8.75191 -12.03375 0.00 0.05 0.17
Cl -3.24033 7.88601 -9.27268 -0.01 0.14 -0.11
Cl -1.99799 10.39507 -10.00258 -0.13 -0.13 -0.04
Cl -4.87949 10.12985 -10.08299 0.16 -0.09 -0.03
C 7.24832 -9.43793 3.46124 0.07 -0.01 0.01
Cl 8.40839 -9.46428 2.12207 -0.13 0.02 0.13
Cl 6.74323 -11.09388 3.83944 0.04 0.18 -0.04
Cl 8.00805 -8.71086 4.88756 -0.09 -0.07 -0.16
Cl 5.83095 -8.48036 2.99472 0.04 -0.30 0.16
C 4.05155 6.69531 0.42275 0.01 -0.08 -0.04
Cl 5.19590 5.65694 -0.44176 -0.09 0.10 0.10
Cl 2.45461 5.92974 0.40792 0.37 -0.09 0.26
Cl 4.59493 6.90532 2.09743 -0.02 0.03 -0.23
Cl 3.95947 8.27829 -0.37097 0.00 -0.16 0.08
C -3.53157 -5.17474 -4.82609 -0.04 -0.04 0.11
Cl -3.44896 -5.69195 -6.52205 0.01 0.10 0.15
Cl -3.47137 -6.59497 -3.76775 0.01 0.24 -0.09
Cl -2.15902 -4.11350 -4.46769 -0.12 -0.19 -0.13
Cl -5.04607 -4.29577 -4.55010 0.16 -0.08 -0.04
C -5.08715 0.68707 4.26359 -0.25 -0.13 0.31
Cl -5.44077 2.28606 4.94482 -0.21 -0.85 0.26
Cl -4.65166 -0.42203 5.57243 -0.01 0.15 -0.15
Cl -6.51975 0.07565 3.41966 0.18 0.08 0.05
Cl -3.73940 0.80290 3.11813 -0.13 -0.09 0.05
C 7.35109 1.95589 -1.29972 -0.07 -0.07 0.03
Cl 8.48067 0.89233 -2.15630 -0.11 0.12 0.09
Cl 5.73557 1.22756 -1.30008 0.17 0.09 0.03
Cl 7.89807 2.17705 0.37207 -0.07 0.01 -0.22
Cl 7.28930 3.53122 -2.11388 0.04 -0.16 0.04
C 6.45078 1.35841 4.94630 0.02 0.00 -0.11
Cl 5.93589 3.04860 4.89117 0.42 -0.34 -0.42
Cl 6.86081 0.82520 3.31071 0.08 -0.10 0.16
Cl 7.86643 1.19901 6.00175 -0.15 0.02 -0.10
Cl 5.12608 0.36081 5.57744 0.06 0.11 -0.05
C 3.67688 5.64733 6.87860 0.02 -0.03 0.12
Cl 1.91390 5.72233 7.01171 0.07 0.00 -0.09
Cl 4.16414 6.15015 5.24868 -0.07 -0.08 0.17
Cl 4.41195 6.72858 8.07577 -0.09 -0.10 -0.13
Cl 4.21499 3.98864 7.16307 -0.42 0.38 0.47
C -2.81927 -4.21844 4.18959 0.03 0.05 -0.06
Cl -4.53792 -3.78495 4.14857 0.16 -0.06 -0.01
Cl -2.57224 -5.54391 5.34088 -0.02 0.14 -0.10
Cl -2.30312 -4.73480 2.57412 -0.05 0.05 0.16
Cl -1.86210 -2.81400 4.69444 -0.34 -0.30 -0.36
C -3.38260 -10.69115 -5.40206 0.05 0.04 -0.06
Cl -2.25554 -11.67756 -6.35060 -0.10 0.15 0.05
Cl -4.95973 -11.49850 -5.33019 0.16 0.05 0.02
Cl -2.75097 -10.48133 -3.75739 -0.12 0.37 -0.21
Cl -3.56433 -9.10440 -6.16854 0.01 -0.27 0.04
C -0.70212 -14.07762 -3.46733 0.03 0.01 -0.01
Cl -2.42480 -13.63444 -3.53143 0.33 -0.32 0.20
Cl -0.46349 -15.36081 -2.26806 -0.01 0.16 -0.11
Cl -0.15987 -14.64448 -5.05678 0.13 0.28 0.17
Cl 0.24712 -12.65381 -3.00427 -0.12 -0.12 -0.03
C -2.41940 -18.02015 -5.42743 -0.06 0.03 0.05
Cl -2.76481 -16.45503 -4.67193 -0.29 -0.60 -0.21
Cl -1.94424 -19.18617 -4.17949 -0.03 0.12 -0.12
Cl -3.86849 -18.60697 -6.26348 0.15 0.05 0.07
Cl -1.09840 -17.83548 -6.59622 -0.12 -0.03 0.10
```
Forces are in eV/Å.

Total charge: 0
E_HOMO (eV): -7.62

***

(2)
Entry from OMol25: a 2-piece molecular cluster, C5H14 overall (ωB97M-V with the def2-TZVPD basis set).

XYZ file:
```
19
Properties=species:S:1:pos:R:3:forces:R:3
C -1.22913 -1.59001 -2.12925 -0.94 0.03 -0.58
C -1.23576 -0.09742 -1.83036 -0.53 -0.11 0.75
H -2.15511 -1.92733 -2.61936 -0.09 0.18 0.21
H -0.47138 -1.82465 -2.86610 0.55 -0.23 0.11
H -1.13547 -2.18530 -1.21967 0.33 0.01 -0.03
H -1.96688 0.15884 -1.05330 -0.01 -0.26 0.11
H -0.27200 0.15615 -1.39334 0.00 0.33 -0.38
H -1.55562 0.52912 -2.66367 0.56 -0.05 -0.27
C 1.24706 0.28222 1.83856 -0.41 0.29 -0.05
C 1.76515 0.75238 0.48354 0.78 0.56 -0.55
C -0.21455 0.68619 2.11644 0.25 0.61 -0.14
H 1.31596 -0.80041 1.92941 0.14 -0.09 0.00
H 1.91373 0.70979 2.59152 -0.11 -0.14 0.13
H 2.27898 -0.00323 -0.11668 0.02 -0.23 0.23
H -0.58981 1.42113 1.40030 0.16 -0.10 -0.11
H 2.48633 1.56539 0.63960 0.02 -0.06 -0.06
H 1.03887 1.18013 -0.20325 -0.36 -0.12 0.31
H -0.84554 -0.18051 2.01230 -0.46 -0.32 0.07
H -0.37484 1.16753 3.08331 0.08 -0.30 0.24
```
Forces are in eV/Å.

Spin multiplicity: 2
Total charge: -1
⟨S²⟩: 0.75
E_HOMO (alpha / beta) (eV): 1.58 / -7.72
Relative energy (zero: lowest compared OMol25 entry of this formula, charge and spin) (kJ/mol): 39.7

***

Number 1: F_max 3.2 eV Å⁻¹. Number 2: F_max 1.1 eV Å⁻¹.